Entry 1:
{
  "formula": "C2H9NOSi",
  "method": "wB97M-V/def2-TZVPD",
  "elements": ["C", "C", "N", "O", "Si", "H", "H", "H", "H", "H", "H", "H", "H", "H"],
  "coordinates": [[1.481529, 1.221373, 0.335069], [1.117535, -1.056163, -0.225585], [0.663001, 0.281288, -0.459253], [-1.019959, 0.180826, 0.445569], [-2.491374, -0.099170, -0.181871], [0.700069, 1.917114, 0.586166], [1.897323, 0.596765, 1.111800], [2.237101, 1.755400, -0.260910], [0.418873, -1.781624, -0.609440], [2.057962, -1.163519, -0.855862], [1.562111, -1.185496, 0.751052], [-2.414204, -1.464768, -0.785716], [-3.125359, -0.207668, 1.150953], [-3.084605, 1.005644, -1.001967]],
  "forces_ev_per_angstrom": [[-1.273, -0.192, -2.092], [1.848, 0.374, -2.725], [2.744, -0.528, 0.895], [-1.185, 0.751, 0.742], [0.062, -0.415, 0.534], [0.252, 0.660, 1.048], [0.312, 0.741, 0.607], [-0.012, -0.351, 0.155], [-0.266, -0.366, 0.510], [-0.701, -0.164, 0.227], [-0.728, -0.361, 0.602], [-0.460, 0.347, -0.388], [-0.703, -0.051, -0.124], [0.112, -0.446, 0.009]],
  "lowdin_spin": [0.073, 0.079, 0.972, 0.671, 0.062, 0.009, 0.011, 0.023, 0.001, 0.038, 0.021, 0.000, 0.039, 0.002],
  "spin_multiplicity": 3,
  "e_homo_ev": [-7.96, -9.93],
  "s2": 2.0116,
  "homo_lumo_gap_ev": [8.99, 8.02],
  "e_above_lowest_kj_mol": 0.00
}


Entry 2:
{
  "formula": "C22H36ClN3O8",
  "method": "wB97M-V/def2-TZVPD",
  "elements": ["N", "C", "C", "O", "C", "C", "C", "C", "C", "O", "C", "O", "C", "Cl", "C", "O", "H", "H", "H", "H", "H", "H", "C", "O", "C", "C", "N", "C", "C", "O", "C", "H", "H", "H", "H", "H", "H", "H", "H", "H", "H", "H", "H", "H", "H", "H", "C", "O", "C", "C", "N", "C", "C", "O", "C", "H", "H", "H", "H", "H", "H", "H", "H", "H", "H", "H", "H", "H", "H", "H"],
  "coordinates": [[2.526571, 0.878550, 3.533762], [2.134009, 2.139258, 4.012006], [3.135130, 3.043150, 4.395750], [4.449724, 2.640949, 4.372710], [2.823155, 4.314170, 4.844326], [1.487355, 4.710370, 4.893009], [0.491839, 3.838687, 4.489651], [0.799877, 2.544825, 4.058718], [-0.286252, 1.647584, 3.660908], [-0.178806, 0.446224, 3.565992], [-1.590360, 2.280280, 3.320621], [-2.474595, 1.517777, 2.646751], [-1.883336, 3.517348, 3.739428], [-3.400237, 4.241174, 3.422504], [-0.909430, 4.332146, 4.506901], [-1.229945, 5.342685, 5.060803], [3.246231, 0.509975, 4.149984], [1.765032, 0.209217, 3.554154], [4.625821, 2.209338, 3.526943], [3.613577, 4.977093, 5.148205], [1.245406, 5.705710, 5.221235], [-2.257861, 1.517976, 1.703772], [1.603407, 0.897937, -0.357564], [2.937446, 0.445289, -0.486815], [3.306120, -0.549227, 0.462474], [3.532758, -1.888004, -0.207107], [2.277710, -2.457745, -0.682242], [2.421451, -3.632368, -1.537831], [3.131397, -3.466818, -2.877924], [2.425928, -2.675371, -3.816033], [2.634542, -1.278779, -3.719178], [1.483366, 1.753092, -1.021793], [0.878190, 0.128871, -0.646783], [1.393041, 1.217889, 0.667866], [2.561454, -0.624962, 1.255962], [4.245906, -0.223996, 0.918057], [3.981575, -2.575827, 0.515797], [4.255527, -1.732562, -1.019687], [1.766388, -1.749189, -1.191391], [1.415147, -4.004617, -1.745118], [2.935185, -4.413090, -0.967827], [3.206123, -4.460223, -3.328030], [4.158437, -3.099626, -2.765184], [3.641797, -1.039605, -3.369708], [1.899616, -0.804412, -3.062227], [2.504036, -0.856375, -4.716003], [-2.085992, -2.608130, -4.256391], [-3.042033, -1.568885, -4.352246], [-4.371831, -1.960787, -4.030951], [-4.836164, -1.309634, -2.745760], [-4.128600, -1.852682, -1.592949], [-4.344636, -1.127470, -0.344032], [-3.882483, 0.323159, -0.263619], [-2.469721, 0.484513, -0.310609], [-1.907977, 0.531828, -1.612056], [-1.151434, -2.231207, -4.668452], [-1.910065, -2.910104, -3.218085], [-2.393476, -3.483961, -4.834539], [-4.455951, -3.049316, -3.970414], [-5.015487, -1.618835, -4.846383], [-5.907655, -1.491196, -2.621574], [-4.688032, -0.226690, -2.855208], [-3.137258, -1.864068, -1.792284], [-3.827020, -1.680830, 0.443024], [-5.411548, -1.160929, -0.103409], [-4.195955, 0.705580, 0.711462], [-4.359750, 0.962704, -1.014381], [-2.589866, 0.985128, -2.334158], [-1.613291, -0.462096, -1.957482], [-1.003224, 1.139137, -1.559349]],
  "forces_ev_per_angstrom": [[0.278, -0.016, 0.817], [-0.196, -0.524, -0.181], [0.216, 0.276, 0.107], [-0.165, 0.163, -0.065], [-0.425, -0.513, -0.128], [0.349, -0.208, -0.026], [0.222, 0.385, 0.152], [0.432, 0.333, 0.080], [-0.135, 0.164, -0.079], [0.123, -0.513, -0.184], [-0.287, 0.303, -0.119], [-0.234, 0.069, 0.058], [-0.215, -0.095, -0.048], [-0.055, -0.027, -0.016], [0.296, -0.710, -0.332], [-0.256, 0.834, 0.400], [0.247, 0.043, -0.287], [-0.202, 0.217, -0.189], [-0.013, -0.134, 0.013], [0.187, 0.105, 0.012], [-0.225, 0.116, 0.065], [0.069, -0.381, -0.241], [0.115, 0.014, -0.041], [-0.208, -0.016, 0.025], [0.292, -0.017, -0.019], [-0.211, 0.024, -0.167], [0.121, 0.008, -0.089], [-0.141, 0.086, 0.087], [0.039, -0.214, -0.035], [0.029, 0.082, 0.054], [-0.134, -0.044, -0.154], [0.040, -0.001, -0.024], [-0.005, -0.004, 0.109], [-0.043, -0.027, 0.021], [-0.079, -0.043, -0.040], [-0.017, 0.001, 0.034], [0.011, -0.020, -0.009], [0.105, 0.001, 0.067], [-0.019, 0.036, 0.014], [0.010, -0.045, -0.006], [0.043, 0.008, -0.004], [-0.007, 0.011, -0.015], [-0.032, 0.109, 0.049], [0.000, 0.000, 0.070], [0.085, 0.053, 0.087], [0.015, -0.037, -0.010], [0.019, 0.122, -0.046], [0.049, -0.136, 0.104], [-0.122, 0.164, -0.138], [0.187, -0.047, 0.124], [-0.019, 0.175, -0.032], [0.114, -0.192, -0.046], [-0.189, 0.012, 0.196], [-0.045, 0.167, 0.062], [0.232, 0.068, 0.149], [-0.005, 0.021, 0.005], [-0.024, -0.087, -0.008], [0.004, -0.038, 0.024], [0.050, -0.016, 0.077], [0.005, -0.025, -0.008], [-0.013, 0.016, 0.020], [-0.104, 0.028, -0.076], [0.018, -0.052, -0.013], [-0.028, 0.030, 0.037], [-0.024, 0.036, -0.025], [0.025, -0.003, -0.004], [0.063, -0.060, -0.105], [-0.050, -0.057, -0.017], [-0.085, -0.007, -0.103], [-0.079, 0.031, 0.009]],
  "nbo_charge": [-0.840, 0.231, 0.245, -0.680, -0.212, -0.174, -0.118, -0.202, 0.491, -0.528, 0.285, -0.687, -0.175, 0.067, 0.520, -0.493, 0.378, 0.417, 0.487, 0.233, 0.241, 0.511, -0.247, -0.556, -0.067, -0.243, -0.624, -0.247, -0.083, -0.547, -0.245, 0.190, 0.160, 0.173, 0.184, 0.178, 0.191, 0.167, 0.351, 0.202, 0.191, 0.190, 0.162, 0.173, 0.158, 0.189, -0.247, -0.557, -0.069, -0.242, -0.622, -0.250, -0.088, -0.570, -0.245, 0.197, 0.158, 0.172, 0.178, 0.184, 0.194, 0.165, 0.351, 0.209, 0.194, 0.197, 0.166, 0.179, 0.166, 0.184],
  "spin_multiplicity": 1,
  "e_homo_ev": -8.78,
  "homo_lumo_gap_ev": 7.57
}